[1]
46
Properties=species:S:1:pos:R:3 method="wB97M-V/def2-TZVPD" total_energy_ev=-42430.708 e_homo_ev="-6.98 / -8.37" gap_ev="7.3 / 6.3" multiplicity=3 molar_mass_g_mol=443.74
C -3.0220 -0.4731 2.3611
C -2.2050 -1.5465 2.0173
C -1.0285 -1.3458 1.2614
C -0.6959 -0.0592 0.8795
C -1.5479 1.0143 1.1514
C -2.6851 0.8195 1.9424
C -0.1183 -2.4851 0.9369
C 0.6329 -2.3991 -0.4045
N -0.1078 -2.7475 -1.5557
Pd 1.2178 0.3431 0.2345
C -1.1280 2.3624 0.6333
P -0.1231 1.9906 -0.8708
H -2.4399 -2.5663 2.3239
H -3.2892 1.6886 2.2102
H -3.9340 -0.6373 2.9448
H -0.4431 2.8676 1.3396
H -1.9508 3.0241 0.3519
H 0.6556 -2.5286 1.7200
H -0.6908 -3.4176 0.9751
H 1.1317 -1.3675 -0.5033
C 0.5714 3.5641 -1.4033
C -1.4156 1.5509 -2.0681
H 1.4642 -3.1205 -0.3725
C -1.4088 -2.2208 -1.8387
C 0.5633 -3.3740 -2.6660
H 2.3808 0.9379 -0.8602
H -1.8854 -2.9074 -2.5561
H -2.0242 -2.1723 -0.9314
H -1.3787 -1.2122 -2.2947
H -0.1808 -3.9017 -3.2738
H 1.0858 -2.6578 -3.3228
H 1.2991 -4.1018 -2.3002
H -2.0616 2.4302 -2.2066
H -0.9563 1.2663 -3.0250
H -2.0139 0.7167 -1.6823
H -0.2467 4.2917 -1.4790
H 1.3179 3.9060 -0.6744
H 1.0444 3.4324 -2.3866
H 2.0207 0.2140 -1.2725
F 4.9301 1.7554 2.9995
C 3.9312 1.4545 2.1369
F 4.1145 2.2145 1.0111
F 4.0719 0.1342 1.7635
C 2.5107 1.6926 2.7789
O 2.5330 1.8450 3.9962
O 1.5050 1.7253 1.9791



[2]
65
Properties=species:S:1:pos:R:3 method="wB97M-V/def2-TZVPD" total_energy_ev=-49360.062 e_homo_ev=-12.77 gap_ev=6.2 charge=+2 molar_mass_g_mol=702.04
Hf -0.5716 1.4395 -0.0441
C -2.9943 -1.8174 1.4438
O -4.2789 -1.4120 0.9901
C -4.4915 -0.2509 0.3419
C -5.8079 -0.0613 -0.0848
C -6.2264 1.0843 -0.7401
C -5.3240 2.0951 -0.9869
C -3.9811 1.9335 -0.6110
C -3.1091 3.0540 -0.7496
N -1.8134 2.9777 -0.6466
N -1.0784 4.1491 -0.3929
C -0.2761 4.0021 0.6235
O -0.1510 2.8521 1.3085
C 0.5733 5.1253 1.0459
C 0.6289 6.2904 0.2760
C 1.4347 7.3402 0.6766
C 2.1806 7.2389 1.8451
C 2.1204 6.0863 2.6159
C 1.3214 5.0270 2.2193
C -3.5527 0.7495 0.0621
O -2.2692 0.6626 0.4622
H -3.1515 -2.7935 1.8937
H -2.5986 -1.1330 2.1944
H -2.2939 -1.9132 0.6104
H -6.5077 -0.8560 0.1385
H -7.2604 1.1857 -1.0357
H -5.6356 3.0120 -1.4690
H -3.5412 4.0459 -0.8723
H 0.0323 6.3671 -0.6218
H 1.4737 8.2455 0.0865
H 2.8017 8.0666 2.1599
H 2.6883 6.0182 3.5336
H 1.2595 4.1326 2.8237
N 1.5885 -5.5123 -1.4133
C 2.1710 -6.6270 -0.8611
C 2.4540 -7.8905 -1.3749
C 3.0556 -8.7771 -0.5109
C 3.3705 -8.4313 0.8206
C 3.0925 -7.1865 1.3270
C 2.4800 -6.2654 0.4664
N 2.0943 -4.9746 0.6981
C 1.5700 -4.5543 -0.4297
C 1.0409 -3.2185 -0.5655
C 0.4610 -2.7116 -1.7355
C -0.0196 -1.4222 -1.7600
N 0.0404 -0.6124 -0.6925
C 0.5976 -1.0984 0.4357
C 1.1047 -2.3645 0.5510
H 1.2515 -5.4361 -2.3566
H 2.2154 -8.1647 -2.3932
H 3.2962 -9.7721 -0.8592
H 3.8422 -9.1731 1.4497
H 3.3299 -6.9145 2.3455
H 0.3745 -3.3088 -2.6316
H -0.4723 -1.0150 -2.6550
H 0.6291 -0.4282 1.3082
H 1.5417 -2.7251 1.4704
N 2.0254 3.7958 -2.1482
C 2.0902 2.8777 -1.1909
N 3.0998 2.8819 -0.3272
O 1.1759 1.9854 -1.1076
H 2.7021 4.5358 -2.2339
H 1.2261 3.8066 -2.7585
H 3.8254 3.5790 -0.3532
H 3.1450 2.1783 0.3892



[3]
16
Properties=species:S:1:pos:R:3 method="wB97M-V/def2-TZVPD" total_energy_ev=-19675.272 e_homo_ev="-2.76 / -2.75" gap_ev="5.6 / 3.2" multiplicity=2 charge=-1 molar_mass_g_mol=123.18
C -0.4849 0.1309 -0.4638
O -1.7761 -0.4620 -0.7020
C 0.3664 -1.0471 0.0550
C 1.3922 -0.5882 1.0892
S 2.1532 1.0150 0.7664
N 0.9179 -1.8724 -1.0318
H -0.6882 0.9070 0.2734
H -0.1937 0.5342 -1.4331
H -0.4206 -1.6729 0.4712
H 0.8540 -0.5196 2.0322
H 2.1986 -1.3288 1.0759
H 1.7427 -1.3933 -1.3968
H 0.2987 -1.8060 -1.8342
H -2.4419 0.2512 -0.7229
H -3.7220 0.9215 0.1135
O -4.0306 1.6292 -0.4431



[4]
22
Properties=species:S:1:pos:R:3 method="wB97M-V/def2-TZVPD" total_energy_ev=-11912.916 e_homo_ev=-12.14 gap_ev=6.9 charge=+1 molar_mass_g_mol=138.19
C -0.6674 2.1827 -1.2313
C 0.5419 1.8912 -0.7157
C -1.0613 0.6614 0.2048
C -1.5058 -0.4954 1.0048
C 0.9291 -0.9758 0.9916
C 1.9827 2.2703 -0.9932
C -0.5429 -2.4962 -0.1566
N -1.6364 1.4112 -0.6667
N 0.2472 0.8017 0.1615
N -0.4103 -1.5626 0.9030
H -1.1153 3.0107 -1.8970
H -1.6452 -0.2074 2.0242
H -2.4849 -0.9342 0.6234
H 1.6811 -1.3322 0.2721
H 1.2076 -0.6350 1.9453
H 2.2986 2.5138 0.0130
H 2.4236 1.3854 -1.3138
H 2.1737 3.0515 -1.7681
H 0.2357 -3.3205 -0.0069
H -1.4468 -3.1238 -0.1235
H -0.6861 -1.9881 -1.1691
H -0.5187 -2.1088 1.8982



[5]
15
Properties=species:S:1:pos:R:3 method="wB97M-V/def2-TZVPD" total_energy_ev=-30134.331 e_homo_ev=-9.39 gap_ev=9.7 molar_mass_g_mol=141.62
C 0.2070 -1.4612 -0.9766
C 0.2364 -0.4018 0.0929
C -0.6130 1.7453 0.8379
N -0.7450 0.5896 -0.0891
O -3.0325 1.5456 -0.3508
S -2.3257 0.3962 -0.7645
Cl -3.0320 -1.2910 0.3726
H 0.3620 -1.2908 -1.9948
H -0.7364 -1.9472 -0.8171
H 0.9822 -2.1090 -0.5727
H 1.2398 -0.1103 0.2771
H -0.0455 -0.9417 0.9219
H -1.4361 2.3692 0.5250
H -0.8010 1.3872 1.8903
H 0.3763 2.4115 0.7320



[6]
21
Properties=species:S:1:pos:R:3 method="wB97M-V/def2-TZVPD" total_energy_ev=-8957.176 e_homo_ev="0.05 / -2.76" gap_ev="3.5 / 6.3" multiplicity=2 charge=-1 molar_mass_g_mol=111.19
C 2.0956 1.8269 -0.6380
C 0.9344 1.5503 -1.3691
C 0.8816 0.6494 -2.4532
C -0.1688 0.4369 -3.3373
H 3.0119 1.2705 -0.8079
H 2.0815 2.5167 0.1945
H -0.0144 1.9840 -1.0597
H 1.7953 0.0707 -2.5818
H -0.0642 -0.2730 -4.1513
H -1.0315 1.0914 -3.3528
N 0.3133 0.2305 1.9479
C -1.0524 -0.2928 1.9367
C -1.4932 -2.7443 1.9605
C -1.0909 -1.6583 1.3228
H 0.3193 1.1754 2.3070
H 0.7074 0.2576 1.0095
H -1.7375 0.3443 1.3578
H -1.4281 -0.3270 2.9604
H -1.5248 -3.7044 1.4591
H -1.7881 -2.6935 3.0010
H -0.7464 -1.7112 0.2939